Entry 1:
CBr2O2 in the gas phase at a distorted geometry, computed with ωB97M-V/def2-TZVPD.

Results
**Relative energy (zero: lowest compared OMol25 entry of this formula, charge and spin)**: 0.198 eV
**DFT total energy**: -145215.1713 eV
**LUMO energy**: -0.4399 eV
**Total charge**: 0

Each line ends with the natural charge from an NBO analysis.
CARTESIAN COORDINATES (ANGSTROEM)
O: -0.227 -1.256 0.044  -0.497
C: -0.390 -0.081 -0.009  0.651
Br: -1.995 0.772 -0.009  0.121
O: 0.608 1.004 0.037  -0.644
Br: 2.319 0.622 -0.014  0.369

Entry 2:
A molecular structure, CBrClFO2S at a distorted geometry, computed with ωB97M-V/def2-TZVPD.

Results
**Relative energy (zero: lowest compared OMol25 entry of this formula, charge and spin)**: 2.440 eV
**DFT total energy**: -101248.1123 eV
**LUMO energy (alpha / beta)**: 0.9587 / 1.0040 eV
**Total charge**: -1

Each line ends with the natural charge from an NBO analysis.
CARTESIAN COORDINATES (ANGSTROEM)
C: 0.468 -0.273 -0.560  0.188
O: 0.345 0.856 2.150  -0.887
O: -1.250 1.457 0.433  -0.902
F: 1.762 -0.439 -0.660  -0.322
S: 0.122 1.150 0.710  1.662
Cl: -1.165 -3.188 0.093  -0.799
Br: -0.282 0.436 -2.166  0.060

Entry 3:
CBrF2NO2 in the gas phase at a distorted geometry, computed with ωB97M-V/def2-TZVPD.

Results
**Relative energy (zero: lowest compared OMol25 entry of this formula, charge and spin)**: 3.553 eV
**DFT total energy**: -82092.4965 eV
**LUMO energy (alpha / beta)**: -1.3489 / -1.7924 eV
**Total charge**: 0

Each line ends with the natural charge from an NBO analysis.
CARTESIAN COORDINATES (ANGSTROEM)
C: -0.228 -1.106 -1.158  0.621
N: 0.239 1.355 1.191  0.536
O: 0.639 2.232 1.890  -0.255
O: 0.690 0.624 0.367  -0.334
F: -0.773 -0.907 -2.386  -0.334
F: -0.479 -2.389 -0.879  -0.322
Br: 1.636 -0.680 -1.200  0.089

Entry 4:
2 unconnected molecules or ions with the total composition CBrF2O3S at a distorted geometry, computed with ωB97M-V/def2-TZVPD.

Results
**Relative energy (zero: lowest compared OMol25 entry of this formula, charge and spin)**: 0.089 eV
**DFT total energy**: -93490.0488 eV
**LUMO energy (alpha / beta)**: 3.0700 / 1.4322 eV
**Total charge**: -1
**Spin multiplicity**: 3

Each line ends with the Mulliken spin population.
CARTESIAN COORDINATES (ANGSTROEM)
C: 1.057 -0.502 0.012  0.726
O: -1.192 1.472 1.093  0.110
O: -1.325 1.165 -1.339  0.110
O: -2.124 -0.619 0.172  0.106
F: 1.108 -1.253 1.150  0.053
F: 1.111 -1.399 -1.009  0.053
S: -1.328 0.569 -0.022  0.621
Br: 2.692 0.566 -0.056  0.221

Entry 5:
CBrFN2O2 in the gas phase at a distorted geometry, computed with ωB97M-V/def2-TZVPD.

Results
**Relative energy (zero: lowest compared OMol25 entry of this formula, charge and spin)**: 1.934 eV
**DFT total energy**: -80864.7086 eV
**LUMO energy (alpha / beta)**: -1.9022 / -1.9093 eV
**Total charge**: 0

Each line ends with the natural charge from an NBO analysis.
CARTESIAN COORDINATES (ANGSTROEM)
O: 1.190 0.767 -1.188  -0.295
N: 0.894 0.674 -0.033  0.495
O: 1.512 1.074 0.930  -0.341
C: -0.294 -0.164 0.451  0.058
Br: -0.365 -0.756 2.227  0.202
N: -1.251 -0.664 -0.599  0.075
F: -2.183 -1.549 -0.175  -0.194

Entry 6:
CBrIN4 in the gas phase at a distorted geometry, computed with ωB97M-V/def2-TZVPD.

Results
**Relative energy (zero: lowest compared OMol25 entry of this formula, charge and spin)**: 3.427 eV
**DFT total energy**: -85134.4404 eV
**LUMO energy (alpha / beta)**: -1.6106 / -1.6111 eV
**Total charge**: 0

Each line ends with the natural charge from an NBO analysis.
CARTESIAN COORDINATES (ANGSTROEM)
C: 1.174 -0.635 0.113  0.092
N: 0.180 -1.348 -0.073  -0.156
N: -1.096 -1.199 -0.052  -0.192
N: -1.525 0.036 0.015  0.003
N: -0.633 0.942 0.004  -0.379
Br: -1.259 2.676 0.010  0.223
I: 3.158 -0.472 -0.016  0.409

Entry 7:
A molecular structure, CBrIN4 at a distorted geometry, computed with ωB97M-V/def2-TZVPD.

Results
**Relative energy (zero: lowest compared OMol25 entry of this formula, charge and spin)**: 2.840 eV
**DFT total energy**: -85135.0275 eV
**LUMO energy**: -1.2750 eV
**Total charge**: 0

Each line ends with the natural charge from an NBO analysis.
CARTESIAN COORDINATES (ANGSTROEM)
C: -0.120 1.070 -0.155  0.148
N: -1.342 0.853 0.003  -0.283
N: 0.313 -0.814 -0.051  -0.417
N: -1.763 -0.413 0.330  -0.121
N: -0.791 -1.181 0.270  0.008
Br: 1.441 1.944 -0.361  0.255
I: 2.262 -1.458 -0.037  0.410

Entry 8:
2 unconnected molecules or ions with the total composition CBrN3O2 at a distorted geometry, computed with ωB97M-V/def2-TZVPD.

Results
**Relative energy (zero: lowest compared OMol25 entry of this formula, charge and spin)**: 1.176 eV
**DFT total energy**: -79637.6408 eV
**LUMO energy (alpha / beta)**: -2.3876 / -1.9867 eV
**Total charge**: 0

Each line ends with the natural charge from an NBO analysis.
CARTESIAN COORDINATES (ANGSTROEM)
C: -0.539 -1.476 0.024  0.353
N: -0.668 -2.497 -0.502  -0.338
N: -0.517 -0.287 0.494  -0.663
N: 0.604 1.141 -0.626  0.696
O: 0.772 0.785 -1.710  -0.186
O: 0.806 1.968 0.154  -0.198
Br: -0.458 0.365 2.166  0.337

Entry 9:
A molecular structure, CBrN3O2 at a distorted geometry, computed with ωB97M-V/def2-TZVPD.

Results
**Relative energy (zero: lowest compared OMol25 entry of this formula, charge and spin)**: 1.041 eV
**DFT total energy**: -79637.7764 eV
**LUMO energy**: -2.4237 eV
**Total charge**: 0

Each line ends with the natural charge from an NBO analysis.
CARTESIAN COORDINATES (ANGSTROEM)
C: -0.578 -0.117 1.691  0.525
N: -1.517 -0.444 2.275  -0.415
N: 0.152 -0.625 -1.085  -0.336
N: 0.532 0.395 -0.567  0.571
O: 0.448 0.252 1.180  -0.472
O: 1.013 1.433 -0.701  -0.223
Br: -0.051 -0.895 -2.794  0.349

Entry 10:
A gas-phase ion, CBrO3 (charge -1) at a distorted geometry, computed with ωB97M-V/def2-TZVPD.

Results
**Relative energy (zero: lowest compared OMol25 entry of this formula, charge and spin)**: 0.000 eV
**DFT total energy**: -77222.6860 eV
**LUMO energy**: 3.4431 eV
**Total charge**: -1

Each line ends with the natural charge from an NBO analysis.
CARTESIAN COORDINATES (ANGSTROEM)
O: 0.059 -1.309 -0.019  -0.771
C: 0.230 -0.096 0.019  0.946
O: 1.135 0.680 0.021  -0.714
O: -0.965 0.696 -0.053  -0.688
Br: -2.579 0.010 0.007  0.227

Entry 11:
A gas-phase ion, CCl2NO2S (charge -1) at a distorted geometry, computed with ωB97M-V/def2-TZVPD.

Results
**Relative energy (zero: lowest compared OMol25 entry of this formula, charge and spin)**: 4.384 eV
**DFT total energy**: -42498.7839 eV
**LUMO energy (alpha / beta)**: 2.3876 / 3.2201 eV
**Total charge**: -1

Each line ends with the natural charge from an NBO analysis.
CARTESIAN COORDINATES (ANGSTROEM)
C: 1.048 0.151 -0.560  -0.327
N: -1.118 -0.389 1.566  -0.741
O: -1.384 -1.116 -0.845  -0.958
O: -1.173 1.278 -0.464  -0.975
S: -0.887 -0.028 0.024  2.085
Cl: 1.602 -1.370 0.060  -0.037
Cl: 1.912 1.475 0.218  -0.048

Entry 12:
CCl2O2S in the gas phase at a distorted geometry, computed with ωB97M-V/def2-TZVPD.

Results
**Relative energy (zero: lowest compared OMol25 entry of this formula, charge and spin)**: 2.613 eV
**DFT total energy**: -41008.1612 eV
**LUMO energy (alpha / beta)**: -1.3300 / -2.6011 eV
**Total charge**: 0

Each line ends with the natural charge from an NBO analysis.
CARTESIAN COORDINATES (ANGSTROEM)
C: 0.841 1.052 -1.147  0.445
O: -0.133 0.504 -0.672  -0.569
O: -0.547 -1.237 1.631  -0.801
S: -0.742 -1.331 0.223  1.232
Cl: -2.832 -1.601 0.248  -0.260
Cl: 2.439 0.431 -0.731  -0.046